(1)
Formula: C24H36BrN2O2Si2TeV
Source: OMol25
Level of theory: ωB97M-V with the def2-TZVPD basis set

The HOMO-LUMO gap (spin up / spin down) comes out at 7.3533 / 6.7745 eV. The multiplicity is 2. The HOMO energy (spin up / spin down) is -0.377 / -0.355 Eh. Its expectation value of S² is 0.76. Its total charge is +1. Its LUMO energy (spin up / spin down) is -2.8946 / -2.8922 eV.

Each line ends with the natural charge from an NBO analysis.
Atoms and positions in Å:
V  -0.45  0.29  0.67  0.951
O  -1.48  1.10  -1.10  -0.734
C  -2.72  1.74  -1.04  0.350
C  -3.47  1.86  -2.19  -0.282
C  -4.70  2.51  -2.14  -0.177
C  -5.16  3.03  -0.94  -0.217
C  -4.39  2.89  0.21  -0.165
C  -3.16  2.24  0.18  -0.149
C  -2.35  2.08  1.46  0.247
O  -1.97  0.77  1.67  -0.795
N  -1.14  2.94  1.47  -0.419
N  -0.08  2.34  0.87  -0.282
C  0.90  3.03  0.40  -0.055
C  2.04  2.40  -0.22  -0.092
Br  1.81  0.49  -0.55  0.152
C  3.20  2.94  -0.60  -0.170
C  3.61  4.32  -0.33  -0.017
C  4.30  5.02  -1.32  -0.207
C  4.71  6.33  -1.10  -0.196
C  4.45  6.94  0.12  -0.184
C  3.80  6.24  1.12  -0.205
C  3.38  4.94  0.90  -0.217
H  -1.46  0.53  -1.88  0.515
H  -3.10  1.46  -3.13  0.221
H  -5.29  2.60  -3.04  0.230
H  -6.11  3.53  -0.89  0.230
H  -4.75  3.28  1.15  0.223
H  -2.96  2.44  2.30  0.188
H  -1.29  3.90  1.19  0.373
H  0.89  4.12  0.44  0.223
H  3.89  2.33  -1.17  0.235
H  4.51  4.54  -2.27  0.219
H  5.23  6.87  -1.88  0.228
H  4.78  7.96  0.29  0.227
H  3.62  6.71  2.08  0.226
H  2.92  4.38  1.71  0.214
C  3.73  -4.63  0.95  -1.115
Si  2.32  -3.81  1.85  1.642
C  1.71  -4.87  3.26  -1.123
C  2.85  -2.12  2.49  -1.123
C  0.91  -3.57  0.61  -1.129
Te  -0.66  -2.38  1.44  0.604
C  -2.38  -3.24  0.50  -1.113
Si  -2.43  -3.53  -1.37  1.653
C  -2.11  -1.91  -2.26  -1.129
C  -4.15  -4.14  -1.75  -1.115
C  -1.16  -4.78  -1.92  -1.123
H  4.58  -4.79  1.62  0.250
H  4.08  -4.02  0.12  0.239
H  3.43  -5.60  0.55  0.246
H  2.51  -5.05  3.97  0.251
H  1.37  -5.84  2.90  0.244
H  0.88  -4.40  3.80  0.246
H  3.62  -2.23  3.25  0.256
H  2.02  -1.57  2.95  0.230
H  3.26  -1.51  1.69  0.234
H  0.46  -4.53  0.36  0.257
H  1.26  -3.10  -0.31  0.237
H  -3.18  -2.55  0.78  0.260
H  -2.57  -4.17  1.04  0.255
H  -2.86  -1.16  -1.98  0.234
H  -2.17  -2.06  -3.34  0.253
H  -1.11  -1.55  -2.02  0.217
H  -4.91  -3.42  -1.44  0.244
H  -4.36  -5.08  -1.24  0.249
H  -4.27  -4.31  -2.82  0.248
H  -0.15  -4.39  -1.86  0.236
H  -1.35  -5.06  -2.96  0.252
H  -1.21  -5.70  -1.32  0.245

(2)
Formula: C24H36BrNO4
Source: OMol25
Level of theory: ωB97M-V with the def2-TZVPD basis set

The HOMO-LUMO gap comes out at 8.3632 eV. The SMILES is CCC[C@H](C)N1C(=O)c2ccc(CCCBr)cc2C1=O.C1CCOC1.C1CCOC1. The multiplicity is 1. The HOMO energy is -0.325 Eh. Its total charge is 0. Its LUMO energy is -0.4878 eV.

Each line ends with the natural charge from an NBO analysis.
Atoms and positions in Å:
C  0.86  0.38  3.97  -0.623
C  0.52  1.05  2.51  -0.405
C  0.08  -0.20  1.57  -0.436
C  -0.28  0.23  0.07  -0.026
C  -1.04  1.68  0.06  -0.642
N  -1.10  -0.76  -0.70  -0.562
C  -0.83  -2.20  -0.45  0.701
O  0.11  -2.81  -1.01  -0.513
C  -1.95  -2.66  0.58  -0.145
C  -2.03  -3.83  1.57  -0.175
C  -3.33  -3.90  2.46  -0.219
C  -4.43  -2.79  2.31  0.022
C  -5.77  -2.76  3.22  -0.454
C  -5.84  -1.24  3.82  -0.430
C  -6.34  -1.20  5.35  -0.430
Br  -4.82  -1.78  6.52  -0.031
C  -4.32  -1.62  1.26  -0.208
C  -3.05  -1.57  0.40  -0.110
C  -2.55  -0.57  -0.75  0.707
O  -3.28  0.12  -1.48  -0.507
H  -0.10  0.38  4.60  0.210
H  1.11  -0.74  3.80  0.206
H  1.71  0.96  4.44  0.216
H  -0.37  1.76  2.70  0.214
H  1.46  1.58  2.14  0.206
H  0.88  -1.03  1.56  0.218
H  -0.88  -0.61  2.07  0.213
H  0.72  0.43  -0.49  0.207
H  -1.87  1.63  0.84  0.197
H  -0.34  2.53  0.36  0.232
H  -1.46  1.93  -0.98  0.259
H  -1.18  -4.59  1.65  0.250
H  -3.47  -4.74  3.23  0.241
H  -6.71  -2.96  2.59  0.233
H  -5.69  -3.44  4.13  0.230
H  -4.75  -0.86  3.84  0.228
H  -6.42  -0.53  3.15  0.221
H  -6.54  -0.10  5.64  0.233
H  -7.27  -1.85  5.47  0.226
H  -5.11  -0.80  1.14  0.245
C  2.61  3.26  -3.48  -0.433
C  2.55  4.44  -2.53  -0.431
C  1.05  4.58  -2.30  -0.066
O  0.49  3.26  -2.42  -0.545
C  1.48  2.39  -2.97  -0.064
H  3.58  2.76  -3.48  0.231
H  2.40  3.60  -4.50  0.199
H  3.04  4.18  -1.58  0.197
H  3.00  5.35  -2.92  0.216
H  0.59  5.21  -3.06  0.165
H  0.81  4.99  -1.32  0.179
H  1.83  1.72  -2.17  0.161
H  1.04  1.78  -3.76  0.191
C  6.49  -0.73  -3.26  -0.431
C  5.54  -1.83  -3.68  -0.431
C  4.19  -1.15  -3.56  -0.068
O  4.40  0.24  -3.84  -0.544
C  5.81  0.50  -3.84  -0.068
H  7.51  -0.86  -3.62  0.218
H  6.52  -0.66  -2.17  0.201
H  5.73  -2.11  -4.72  0.201
H  5.62  -2.73  -3.06  0.220
H  3.79  -1.24  -2.54  0.169
H  3.46  -1.56  -4.25  0.189
H  6.12  0.67  -4.88  0.166
H  6.02  1.41  -3.27  0.181

(3)
Formula: C24H36CaNO21
Source: OMol25
Level of theory: ωB97M-V with the def2-TZVPD basis set

The HOMO-LUMO gap (spin up / spin down) comes out at 6.6609 / 2.8564 eV. The multiplicity is 2. The HOMO energy (spin up / spin down) is -0.541 / -0.541 Eh. Its expectation value of S² is 0.76. Its total charge is +2. Its LUMO energy (spin up / spin down) is -8.0681 / -11.8723 eV.

Each line ends with the Löwdin spin population.
Atoms and positions in Å:
Ca  -3.77  -0.36  -1.68  0.000
N  -0.99  0.20  -0.98  0.000
O  -1.29  -0.81  -1.50  0.000
O  -1.93  0.83  -0.60  0.000
O  0.20  0.50  -0.78  0.000
C  1.22  -0.75  3.92  0.000
C  -0.20  -1.23  3.55  0.000
C  -0.44  -1.79  2.16  0.000
O  -0.11  -3.18  2.28  0.000
C  -0.27  -3.53  3.55  0.000
O  -0.29  -4.66  3.96  0.000
O  -0.40  -2.42  4.28  0.000
H  2.02  -1.13  3.28  0.000
H  1.53  -0.90  4.95  0.000
H  1.41  0.33  3.90  0.000
H  -0.94  -0.48  3.84  0.000
H  0.14  -1.28  1.39  0.000
H  -1.47  -1.66  1.82  0.000
C  -0.80  4.19  0.42  0.000
C  -1.26  3.50  1.69  0.000
C  -0.41  2.28  2.15  0.000
O  -0.24  2.49  3.52  0.000
C  -0.61  3.78  3.88  0.000
O  -0.46  4.24  4.98  0.000
O  -1.14  4.43  2.79  0.000
H  -0.54  3.45  -0.33  0.000
H  0.03  4.88  0.58  0.000
H  -1.62  4.78  0.02  0.000
H  -2.27  3.10  1.67  0.000
H  0.56  2.21  1.68  0.000
H  -0.98  1.37  1.95  0.000
C  0.99  -3.40  -1.31  0.000
C  1.16  -2.65  -2.61  0.000
C  2.17  -1.45  -2.53  0.000
O  3.20  -1.80  -3.37  0.000
C  3.06  -3.01  -3.88  0.000
O  3.85  -3.58  -4.63  0.000
O  1.87  -3.49  -3.50  0.000
H  0.09  -3.10  -0.77  0.000
H  1.88  -3.24  -0.69  0.000
H  0.86  -4.47  -1.43  0.000
H  0.19  -2.31  -2.99  0.000
H  2.60  -1.25  -1.55  0.000
H  1.62  -0.58  -2.88  0.000
C  -0.49  3.10  -5.62  0.000
C  -0.62  3.49  -4.15  0.000
C  0.62  3.54  -3.35  0.000
O  0.55  4.78  -2.76  0.001
C  -0.48  5.55  -3.24  0.000
O  -0.84  6.65  -2.84  0.000
O  -1.09  4.85  -4.18  0.000
H  0.06  3.85  -6.19  0.000
H  -1.50  3.03  -6.01  0.000
H  0.16  2.23  -5.78  0.000
H  -1.32  2.92  -3.55  0.000
H  1.50  3.48  -3.98  0.000
H  0.62  2.77  -2.58  0.000
C  -4.01  -4.57  3.37  0.000
C  -3.31  -4.92  2.03  0.000
C  -4.17  -5.56  0.94  0.000
O  -4.22  -4.68  -0.15  0.000
C  -3.54  -3.62  0.15  0.000
O  -3.39  -2.68  -0.61  0.000
O  -3.05  -3.68  1.42  0.000
H  -3.36  -4.00  4.04  0.000
H  -4.21  -5.56  3.78  0.000
H  -4.98  -4.06  3.31  0.000
H  -2.44  -5.53  2.24  0.000
H  -5.13  -5.86  1.33  0.000
H  -3.64  -6.48  0.69  0.000
C  3.12  0.47  1.05  0.021
C  3.91  1.58  0.32  0.016
C  3.46  1.83  -1.10  0.005
O  3.16  3.20  -1.11  0.017
C  3.22  3.70  0.10  0.062
O  3.05  4.90  0.40  0.793
O  3.53  2.75  0.98  0.078
H  3.36  -0.41  0.44  0.004
H  2.03  0.52  1.12  0.000
H  3.55  0.24  2.03  0.000
H  4.95  1.28  0.45  0.001
H  2.53  1.30  -1.32  0.001
H  4.20  1.56  -1.86  0.000